Record 1
Below is a cluster of 10 separate species, C34H48Cl4N4O12 in total at a distorted geometry, with properties calculated with the ωB97M-V functional and the def2-TZVPD basis.

```
102
Properties=species:S:1:pos:R:3:lowdin_charge:R:1
C 16.29363 11.91097 18.67132 -0.0351
O 15.53409 12.22131 17.51948 -0.0637
C 15.56760 13.48750 17.05825 -0.6209
O 16.19037 14.48184 17.55654 0.0421
O 14.82271 13.54931 15.95883 -0.0716
C 14.69367 14.79553 15.20218 -0.0204
H 17.30062 11.71038 18.40978 0.0766
H 15.80688 11.04338 19.09156 0.0836
H 16.31024 12.74155 19.35540 0.0930
H 14.75126 14.42679 14.20324 0.0781
H 15.55161 15.44826 15.38636 0.0790
H 13.82407 15.36853 15.54374 0.0918
C 13.05165 5.33663 12.26657 -0.0356
O 12.81242 5.42878 13.67999 -0.0110
C 11.70080 6.14207 13.99252 -0.6040
O 11.10520 6.78692 13.15296 0.0962
O 11.41705 6.17427 15.25754 0.0347
C 10.32348 6.96632 15.65127 -0.0440
H 13.04606 6.34990 11.92631 0.0815
H 12.24274 4.70168 11.83671 0.1082
H 13.93947 4.72835 12.06511 0.0959
H 10.34519 8.00818 15.30016 0.0639
H 10.24456 7.06741 16.72425 0.0907
H 9.43565 6.51915 15.28096 0.0954
C 7.85437 13.99127 13.80480 -0.0089
O 8.78011 12.86501 13.93766 -0.0640
C 8.22497 11.69786 13.52320 -0.6099
O 7.07495 11.41200 13.47718 0.1496
O 9.22326 10.81854 13.41431 -0.0245
C 8.85950 9.47285 13.37833 -0.0642
H 6.91396 13.61483 14.20339 0.0906
H 7.85053 14.26566 12.72269 0.1089
H 8.30650 14.83418 14.38290 0.0776
H 8.42062 9.26262 12.44814 0.0890
H 8.05479 9.20212 14.02356 0.0859
H 9.65316 8.77883 13.54801 0.0530
C 12.48183 8.66851 22.06942 -0.0239
O 12.92293 8.19431 20.83008 -0.0336
C 14.04981 8.55300 20.32078 -0.6256
O 14.85628 9.18104 20.92698 0.1456
O 14.12914 8.03718 19.05543 -0.0156
C 12.97612 7.41714 18.47372 -0.0554
H 13.34493 8.79883 22.72197 0.1003
H 11.83029 7.89074 22.52241 0.1075
H 11.84853 9.53115 21.93242 0.0925
H 12.18418 8.18875 18.23522 0.0797
H 12.51347 6.74299 19.16295 0.0852
H 13.41316 6.96244 17.58235 0.1009
C 16.29877 9.02108 8.43835 -0.0674
C 17.51461 8.58869 8.96892 -0.0650
C 17.95869 9.26068 10.12152 -0.1699
N 17.40836 10.31440 10.69305 0.0470
C 16.22620 10.75578 10.14387 -0.1362
C 15.56334 10.04687 9.13496 -0.0634
H 15.84780 8.67117 7.48828 0.1112
H 18.05058 7.78642 8.47442 0.0999
H 18.92830 9.07574 10.55154 0.0997
H 15.91827 11.70827 10.50836 0.0949
H 14.61515 10.35173 8.71206 0.0932
C 16.02324 17.96627 10.84018 -0.0857
C 16.66560 17.98328 12.03371 -0.0807
C 15.98631 17.52125 13.12879 -0.1971
N 14.84587 16.94486 13.14720 0.0668
C 14.25898 16.85990 11.95216 -0.1327
C 14.78085 17.35797 10.76654 -0.0554
H 16.54144 18.45075 10.02967 0.1062
H 17.65944 18.43500 12.21677 0.1208
H 16.50146 17.55463 14.09913 0.1169
H 13.29705 16.38152 12.00495 0.1031
H 14.19888 17.26783 9.87726 0.0949
C 11.87495 14.36766 17.78096 -0.0711
C 11.64683 13.75565 16.53737 -0.0862
C 10.76784 14.43361 15.64646 -0.1565
N 10.11938 15.54405 15.90937 0.0444
C 10.35378 16.11352 17.09056 -0.1493
C 11.19141 15.56340 18.07359 -0.0534
H 12.52879 13.93577 18.48843 0.0879
H 12.22075 12.89381 16.21422 0.0984
H 10.54564 13.93993 14.67933 0.1034
H 9.84315 17.09166 17.26681 0.1137
H 11.16186 16.01228 19.04496 0.0917
C 14.59732 9.80398 13.41174 -0.0801
C 14.56892 9.44433 14.72806 -0.0746
C 13.37961 9.58062 15.42553 -0.1161
N 12.26914 9.96170 14.78892 0.0629
C 12.29676 10.24662 13.50336 -0.1656
C 13.40962 10.12921 12.69490 -0.0385
H 15.53195 9.69464 12.83917 0.0919
H 15.52120 9.11533 15.15348 0.1122
H 13.33272 9.36555 16.51445 0.1037
H 11.34001 10.54443 13.03312 0.1020
H 13.40732 10.27610 11.54981 0.1238
Cl 11.00756 10.98064 18.65017 0.5355
C 10.12449 10.84569 17.08927 -0.9266
Cl 8.43094 10.15157 17.16792 0.4974
H 10.00819 11.84253 16.71896 -0.0130
H 10.68646 10.24806 16.42261 -0.0408
Cl 18.64191 12.99422 12.73904 0.5237
C 18.57723 11.65309 13.83457 -1.0048
Cl 17.52175 12.09318 15.21670 0.6127
H 18.11325 10.82466 13.29588 -0.0025
H 19.56223 11.42720 14.22976 0.0274
```

Output
LUMO level (eV): 0.40
HOMO-LUMO gap (eV): 9.770
2S+1: 1
E_HOMO (eV): -9.3659
SMILES string: COC(=O)OC.COC(=O)OC.COC(=O)OC.COC(=O)OC.c1ccncc1.c1ccncc1.c1ccncc1.c1ccncc1.ClCCl.ClCCl
Total energy (eV): -116653.80241

=====

Record 2
Below is a cluster of 8 separate species, C34H48O5S3 in total at a distorted geometry, with properties calculated with the ωB97M-V functional and the def2-TZVPD basis.

```
90
Properties=species:S:1:pos:R:3:lowdin_charge:R:1
C -0.81816 0.57668 -0.50935 -0.1610
S -1.12371 -0.60770 0.86719 1.0823
O -2.42029 -1.23530 0.32851 -0.2487
C 0.17199 -1.85220 0.45792 -0.1588
H -0.74171 0.05287 -1.46218 0.0618
H 0.12269 1.09507 -0.32446 0.0485
H -1.50268 1.42192 -0.43794 0.0621
H 1.05968 -1.32866 0.81288 0.0647
H 0.28771 -2.16891 -0.57862 0.0663
H -0.01495 -2.65743 1.16839 0.0526
C 2.25404 3.29096 0.17079 -0.2499
S 3.76295 2.65244 1.03177 0.8763
O 3.61286 1.10047 1.07034 -0.5930
C 4.87963 2.91949 -0.30842 -0.2855
H 2.35860 4.30043 -0.22689 0.0508
H 1.44218 3.37277 0.89348 0.0462
H 1.91555 2.59901 -0.60040 0.0158
H 4.69619 3.86090 -0.82629 0.0590
H 4.76002 2.18245 -1.10250 0.0451
H 5.92915 2.89781 -0.01493 0.0615
C -4.37551 5.00133 -3.03362 -0.2583
S -4.19837 3.23048 -2.65395 0.8358
O -3.73141 3.19106 -1.21833 -0.5990
C -6.09065 3.09614 -2.46590 -0.2232
H -4.80359 5.66170 -2.27946 0.0734
H -5.00992 5.08755 -3.91578 0.0527
H -3.35899 5.27152 -3.31960 0.0210
H -6.60459 3.57350 -3.30023 0.0438
H -6.26614 3.70135 -1.57650 0.0474
H -6.43702 2.08082 -2.27290 0.0440
C -0.66940 4.05346 -2.98965 -0.0928
C -1.12130 3.82352 -4.30651 -0.1400
C -1.12735 4.78838 -5.23778 -0.1161
C -0.58928 6.00022 -4.89477 -0.0684
C -0.15079 6.26727 -3.57855 -0.0863
C -0.08601 5.28361 -2.63070 -0.0880
H -0.82774 3.32403 -2.20909 0.0773
H -1.65238 2.90898 -4.52553 0.0915
H -1.35407 4.56095 -6.26894 0.1160
H -0.47341 6.77996 -5.63300 0.1058
H 0.07773 7.25239 -3.19945 0.1050
H 0.38143 5.52992 -1.68877 0.0960
C 2.65220 0.15708 -2.24505 -0.0904
C 1.65287 0.83864 -2.82715 -0.1448
C 0.70458 0.25176 -3.61998 -0.0597
C 0.80078 -1.17297 -3.63083 -0.0836
C 1.68685 -1.89149 -2.89547 -0.1323
C 2.71858 -1.22346 -2.31389 -0.0695
H 3.39541 0.69318 -1.67354 0.0783
H 1.57060 1.90786 -2.69908 0.0937
H -0.00135 0.74811 -4.26936 0.1028
H 0.17876 -1.85853 -4.18717 0.1083
H 1.63233 -2.96634 -2.98569 0.1114
H 3.64158 -1.66029 -1.96225 0.1167
C 2.22577 0.10700 4.50923 -0.0807
C 2.51583 -0.44371 5.73965 -0.0710
C 1.65569 -1.38871 6.33001 -0.0828
C 0.44078 -1.62646 5.80483 -0.1013
C 0.12587 -1.07166 4.57910 -0.0964
C 1.04550 -0.28667 3.89344 -0.1002
H 2.90590 0.82581 4.07666 0.0993
H 3.47307 -0.14170 6.13823 0.1067
H 2.13612 -1.79987 7.20552 0.1099
H -0.25150 -2.30893 6.27536 0.1095
H -0.83755 -1.34293 4.17334 0.0759
H 0.82853 0.10907 2.91226 0.0633
C 3.32460 -5.94872 2.26823 -0.0419
C 2.29148 -6.58521 1.45417 -0.0695
C 1.61373 -5.96124 0.39422 -0.0771
C 2.00520 -4.64818 0.13597 -0.1178
C 3.00947 -3.99848 0.86054 -0.1062
C 3.55192 -4.60939 1.95897 -0.1123
H 3.76228 -6.49535 3.09044 0.0981
H 1.99750 -7.59637 1.69406 0.0911
H 0.83735 -6.58862 -0.01814 0.1052
H 1.53441 -4.16381 -0.70673 0.0732
H 3.27729 -3.03366 0.45583 0.0929
H 4.23711 -4.04969 2.57835 0.1020
O -2.30503 -4.85685 0.54006 0.0996
C -2.78880 -4.28075 1.50520 -0.4149
O -4.18492 -4.45879 1.66655 0.0028
C -4.71426 -3.67581 2.76674 -0.1352
C -3.44729 -3.13063 3.47956 -0.1340
C -2.18848 -3.51433 2.64605 -0.0841
H -5.28735 -4.32704 3.42670 0.1199
H -5.45811 -2.93068 2.48467 0.1179
H -3.31209 -3.71571 4.38923 0.1070
H -3.56506 -2.15949 3.96031 0.1122
H -1.43246 -4.10626 3.16196 0.1432
H -1.81868 -2.56098 2.26859 0.0313
```

Output
LUMO level (spin up / spin down) (eV): -2.97 / -7.43
Net charge: +1
HOMO-LUMO gap (spin up / spin down) (eV): 8.193 / 3.726
2S+1: 2
⟨S²⟩: 0.757
E_HOMO (spin up / spin down) (eV): -11.1673 / -11.1578
Total energy (eV): -78766.23047